Formula: C5H6NO
Source: the Open Molecules 2025 dataset
Level of theory: the ωB97M-V functional and the def2-TZVPD basis

Each line ends with the natural charge from an NBO analysis.
Atoms and positions in Å:
C1 1.181 -0.027 0.007  -0.06
C2 2.615 0.153 0.200  0.14
C3 1.630 1.328 -0.033  -0.32
C4 0.319 -0.999 -0.018  0.00
C5 -1.109 -0.622 -0.042  -0.64
N1 3.752 -0.107 -0.095  0.38
O1 4.839 -0.485 -0.017  -0.07
H1 1.728 1.948 -0.905  0.27
H2 1.626 2.124 0.822  0.29
H3 0.508 -1.981 0.119  0.24
H4 -1.501 -0.702 1.096  0.27
H5 -1.558 -1.389 -0.695  0.26
H6 -1.062 0.465 -0.287  0.23

Output
relative energy (zero: lowest compared OMol25 entry of this formula, charge and spin) = 7.033 eV
HOMO energy = -14.84 eV
LUMO level = -0.2423 hartree
orbital gap = 0.3029 hartree
energy = -323.61152 Eh
largest force on an atom = 0.06444 hartree/bohr
total charge = +1

Formula: C5H6NO3
Source: the Open Molecules 2025 dataset
Level of theory: the ωB97M-V functional and the def2-TZVPD basis

Each line ends with the natural charge from an NBO analysis.
Atoms and positions in Å:
C1 0.144 1.680 0.190  -0.63
C2 -3.496 0.194 -0.127  0.59
C3 1.010 2.506 -0.305  0.64
C4 0.513 -0.803 -0.612  -0.61
C5 0.227 0.222 0.538  -0.39
N1 -2.421 2.103 0.851  -0.46
O1 -4.268 -0.449 -0.834  -0.66
O2 1.551 3.464 -0.662  -0.56
O3 -3.117 1.325 0.175  -0.22
H1 0.026 -1.693 -0.404  0.19
H2 1.567 -1.025 -0.875  0.18
H3 0.060 -0.267 -1.462  0.21
H4 1.100 -0.074 1.203  0.18
H5 -0.656 -0.139 1.042  0.21
H6 -0.912 2.269 0.487  0.34

Output
relative energy (zero: lowest compared OMol25 entry of this formula, charge and spin) = 8.303 eV
HOMO energy (alpha / beta) = -2.72 / -2.67 eV
LUMO level (alpha / beta) = 0.1328 / 0.1327 hartree
orbital gap (alpha / beta) = 0.2328 / 0.2308 hartree
energy = -474.34059 Eh
largest force on an atom = 0.07445 hartree/bohr
total charge = -1

Formula: C5H6NO3S
Source: the Open Molecules 2025 dataset
Level of theory: the ωB97M-V functional and the def2-TZVPD basis

Each line ends with the natural charge from an NBO analysis.
Atoms and positions in Å:
C1 -0.338 -1.401 0.759  -0.28
C2 0.768 -0.629 1.033  -0.29
C3 -1.637 -0.852 0.931  -0.26
C4 0.495 0.769 1.340  -0.03
C5 1.287 1.223 -0.742  -0.28
N1 -2.127 -1.152 -1.522  0.35
O1 -1.637 -0.169 -2.121  -0.54
O2 -2.787 -2.065 -2.034  -0.51
O3 1.215 1.689 0.581  -0.54
S1 -1.485 0.833 1.199  0.19
H1 -0.254 -2.333 0.401  0.20
H2 1.825 -0.838 0.959  0.21
H3 0.626 1.184 2.395  0.21
H4 0.404 0.681 -0.868  0.23
H5 2.328 0.875 -0.971  0.16
H6 1.320 2.184 -1.341  0.17

Output
relative energy (zero: lowest compared OMol25 entry of this formula, charge and spin) = 6.618 eV
HOMO energy (alpha / beta) = -3.23 / -3.23 eV
LUMO level (alpha / beta) = 0.1213 / 0.1213 hartree
orbital gap (alpha / beta) = 0.2399 / 0.2399 hartree
energy = -872.59806 Eh
largest force on an atom = 0.08978 hartree/bohr
total charge = -1

Formula: C5H6NO4PS
Source: the Open Molecules 2025 dataset
Level of theory: the ωB97M-V functional and the def2-TZVPD basis

Each line ends with the natural charge from an NBO analysis.
Atoms and positions in Å:
C1 -1.515 -0.737 -0.775  0.70
C2 -1.921 0.535 0.023  -0.53
C3 1.752 -0.355 1.312  -1.06
C4 0.878 -0.775 -1.603  -0.16
C5 -0.465 0.991 -0.291  -0.19
N1 -0.348 -0.283 -1.099  -0.43
O1 0.927 -0.622 -3.023  -0.83
O2 1.953 1.777 -2.131  -1.13
O3 -2.120 -1.797 -1.013  -0.70
O4 3.380 -0.424 -2.477  -1.15
P1 2.125 0.296 -2.255  2.32
S1 0.632 0.936 1.259  0.06
H1 -2.653 1.135 -0.344  0.19
H2 -1.983 0.378 1.106  0.22
H3 1.308 -1.396 1.266  0.14
H4 2.441 -0.177 0.397  0.16
H5 1.075 -1.891 -1.397  0.19
H6 -0.254 1.825 -0.962  0.21

Output
relative energy (zero: lowest compared OMol25 entry of this formula, charge and spin) = 1.803 eV
HOMO energy = 0.54 eV
LUMO level = 0.2166 hartree
orbital gap = 0.1966 hartree
energy = -1289.35247 Eh
largest force on an atom = 0.07991 hartree/bohr
total charge = -2

Formula: C5H6O
Source: the Open Molecules 2025 dataset
Level of theory: the ωB97M-V functional and the def2-TZVPD basis

Each line ends with the natural charge from an NBO analysis.
Atoms and positions in Å:
O1 -2.277 1.043 0.750  -0.54
C1 -1.267 0.489 0.356  0.53
C2 -0.256 0.969 -0.676  -0.54
C3 1.084 -0.028 -0.466  -0.43
C4 0.513 -1.048 0.455  -0.12
C5 -0.701 -0.750 0.925  -0.30
H1 -0.173 2.068 -0.630  0.24
H2 -0.133 0.514 -1.633  0.27
H3 1.530 -0.562 -1.356  0.21
H4 1.888 0.589 -0.082  0.23
H5 1.030 -1.975 0.686  0.21
H6 -1.239 -1.310 1.672  0.23

Output
relative energy (zero: lowest compared OMol25 entry of this formula, charge and spin) = 1.290 eV
HOMO energy = -9.58 eV
LUMO level = 0.0250 hartree
orbital gap = 0.3772 hartree
energy = -269.29884 Eh
largest force on an atom = 0.05559 hartree/bohr
total charge = 0

Formula: C5H6O
Source: the Open Molecules 2025 dataset
Level of theory: the ωB97M-V functional and the def2-TZVPD basis

Each line ends with the natural charge from an NBO analysis.
Atoms and positions in Å:
C1 -0.688 0.370 -1.107  -0.06
C2 0.013 -0.851 -0.556  -0.29
C3 1.036 0.062 0.037  0.06
O1 0.137 1.221 -0.224  -0.46
C4 -0.809 0.565 1.347  -0.12
C5 0.103 -0.601 0.954  -0.36
H1 -1.753 0.482 -0.888  0.22
H2 -0.452 0.621 -2.141  0.19
H3 0.175 -1.806 -1.039  0.23
H4 2.110 0.179 -0.063  0.22
H5 -0.223 1.178 2.057  0.11
H6 0.351 -1.421 1.622  0.24

Output
relative energy (zero: lowest compared OMol25 entry of this formula, charge and spin) = 6.382 eV
HOMO energy = -7.72 eV
LUMO level = 0.0356 hartree
orbital gap = 0.3193 hartree
energy = -269.11170 Eh
largest force on an atom = 0.00647 hartree/bohr
total charge = 0